Entry 1:
DFT (wB97M-V/def2-TZVPD) results for a structure of composition C47H53GeHfN9O3PS at a distorted geometry.

- energy (eV) = -147092.8992
- Kohn-Sham gap (alpha / beta) (eV) = 4.9861 / 5.4971
- energy relative to the best compared isomer or geometry (same formula, charge and spin) (kcal per mole) = 142.9
- largest force on an atom (eV/Å) = 4.01
- net charge = -2
- 2S+1 = 2

Geometry (Å):
Hf 0.6265 0.3904 -0.1626
N 0.6987 0.0329 3.1154
N 1.3054 1.2797 3.4571
C 2.1087 1.7547 2.4063
N 3.4880 1.6398 2.5596
N 1.4960 2.0408 1.2750
N 2.1512 2.5813 0.0954
O 3.4909 2.5406 0.1129
O 1.6070 1.8376 -0.9938
H -0.0432 -0.1624 3.7729
H 1.3825 -0.7170 3.1183
H 1.8791 1.1695 4.2836
H 3.8237 2.2757 3.2758
H 3.8660 1.9278 1.6410
C -4.7606 -1.3840 -0.6148
C -3.6798 -0.4133 -1.0827
C -2.9804 -1.0300 -2.2952
P -2.3544 0.1264 0.1716
C -3.3003 1.3550 1.2448
C -2.7076 1.3919 2.6556
C -4.8277 1.3159 1.2985
C -2.2136 -1.3835 1.1874
C -3.2832 -1.8669 1.9394
C -3.3031 -3.1266 2.5134
C -4.4969 -3.6121 3.2976
C -2.2066 -3.9489 2.2586
C -1.1134 -3.4911 1.5598
C -1.0267 -2.1609 1.0649
N 0.0890 -1.6380 0.4763
C 1.2044 -2.4855 0.2579
C 1.9482 -3.1507 1.1472
C 1.8511 -3.0511 2.6486
C 2.9835 -4.0726 0.6535
C 2.6983 -5.1341 -0.1078
C 3.7604 -6.1126 -0.5412
C 1.3344 -5.4500 -0.5867
C 0.9959 -3.5744 -1.9376
C 0.8018 -3.5336 -3.4323
H -5.4267 -1.6049 -1.4547
H -5.3690 -0.9860 0.1973
H -4.3120 -2.3203 -0.2835
H -4.1478 0.5290 -1.3932
H -2.3757 -1.8894 -1.9930
H -2.3165 -0.3210 -2.7757
H -3.7160 -1.3688 -3.0329
H -3.0315 2.2984 0.7709
H -2.8776 0.4466 3.1783
H -3.1738 2.1981 3.2321
H -1.6343 1.5858 2.5844
H -5.2000 0.4841 1.8997
H -5.2797 1.2637 0.3069
H -5.1711 2.2420 1.7687
H -4.1533 -1.2359 2.0695
H -5.1300 -2.7716 3.5858
H -4.1885 -4.1393 4.2038
H -5.1084 -4.3042 2.7092
H -2.2115 -4.9740 2.6193
H -0.3006 -4.1693 1.3480
H 0.8381 -2.8123 2.9721
H 2.5416 -2.2856 3.0227
H 2.1374 -4.0048 3.0980
H 3.9981 -3.9393 1.0306
H 4.6977 -5.9252 -0.0166
H 3.9396 -6.0161 -1.6155
H 3.4486 -7.1440 -0.3513
H 0.9618 -6.4377 -0.2951
H 1.6773 -3.9233 -3.9610
H 0.6193 -2.5177 -3.7798
H -0.0538 -4.1621 -3.6816
S 0.0887 1.0979 -3.5079
C -0.0039 0.0663 -2.3082
N 3.9917 0.2127 -1.2832
C 2.9168 -0.5100 -0.8932
O 2.4986 -0.3365 0.3220
C 2.2966 -1.4435 -1.7612
C 2.7865 -1.4641 -3.0833
N 3.2488 -1.4168 -4.1425
C 1.5337 -2.5640 -1.2103
N 0.5833 -4.7954 -1.3852
H 3.9948 1.1272 -0.7884
H 4.1438 0.2611 -2.2791
C 0.0734 2.0897 1.1334
Ge -0.0424 3.8169 0.1024
C 1.0134 4.9607 1.3926
C 2.0129 5.8472 0.9904
C 2.9079 6.3982 1.8978
C 2.8199 6.0803 3.2465
C 1.8160 5.2222 3.6756
C 0.9314 4.6699 2.7573
C -1.9062 4.6057 0.3052
C -2.2040 5.5663 1.2693
C -3.4860 6.0843 1.4125
C -4.5101 5.6521 0.5808
C -4.2364 4.7073 -0.3991
C -2.9525 4.1949 -0.5266
C 0.4652 4.6831 -1.6582
C -0.4403 5.4515 -2.3863
C -0.0773 6.0591 -3.5823
C 1.2056 5.9002 -4.0835
C 2.1216 5.1380 -3.3703
C 1.7551 4.5412 -2.1724
H 2.1023 6.0972 -0.0604
H 3.6893 7.0670 1.5520
H 3.5332 6.4899 3.9541
H 1.7320 4.9728 4.7294
H 0.1685 3.9724 3.0931
H -1.4105 5.9168 1.9206
H -3.6881 6.8318 2.1724
H -5.5124 6.0503 0.6940
H -5.0269 4.3722 -1.0624
H -2.7503 3.4557 -1.2986
H -1.4465 5.5875 -2.0099
H -0.8000 6.6588 -4.1263
H 1.4884 6.3632 -5.0226
H 3.1269 5.0024 -3.7534
H 2.4835 3.9512 -1.6326

Löwdin atomic charge list, values in e, 99 entries:
1 Hf 1.319
2 N 0.046
3 N -0.023
4 C -0.372
5 N 0.137
6 N -0.239
7 N -0.307
8 O -0.232
9 O -0.425
10 H 0.083
11 H 0.042
12 H 0.109
13 H 0.085
14 H 0.051
15 C -0.128
16 C -0.518
17 C -0.149
18 P 1.104
19 C -0.521
20 C -0.135
21 C -0.122
22 C -0.296
23 C -0.106
24 C -0.305
25 C -0.074
26 C -0.061
27 C -0.033
28 C -0.286
29 N -0.055
30 C -0.247
31 C -0.244
32 C -0.044
33 C -0.011
34 C -0.263
35 C -0.066
36 C -0.135
37 C -0.278
38 C -0.050
39 H 0.072
40 H 0.048
41 H 0.075
42 H 0.093
43 H 0.078
44 H 0.003
45 H 0.070
46 H 0.047
47 H 0.056
48 H 0.073
49 H 0.012
50 H 0.055
51 H 0.056
52 H 0.072
53 H 0.081
54 H 0.066
55 H 0.064
56 H 0.068
57 H 0.104
58 H 0.090
59 H 0.061
60 H 0.076
61 H 0.077
62 H 0.120
63 H 0.068
64 H 0.079
65 H 0.068
66 H 0.105
67 H 0.070
68 H 0.061
69 H 0.068
70 S 0.541
71 C -0.768
72 N 0.184
73 C -0.504
74 O -0.148
75 C -0.191
76 C -0.264
77 N 0.144
78 C -0.106
79 N 0.108
80 H 0.068
81 H 0.087
82 C -0.361
83 Ge 1.002
84 C -0.245
85 C -0.093
86 C -0.110
87 C -0.133
88 C -0.118
89 C -0.140
90 C -0.262
91 C -0.097
92 C -0.108
93 C -0.124
94 C -0.111
95 C -0.163
96 C -0.236
97 C -0.109
98 C -0.115
99 C -0.124

***

Entry 2:
DFT (wB97M-V/def2-TZVPD) results for a structure of composition C31H36Br2Ge2N3O2Ru at a distorted geometry.

- energy (eV) = -296978.5379
- Kohn-Sham gap (alpha / beta) (eV) = 7.3036 / 4.8273
- energy relative to the best compared isomer or geometry (same formula, charge and spin) (kcal per mole) = 10.9
- largest force on an atom (eV/Å) = 1.07
- net charge = +2
- 2S+1 = 6

Geometry (Å):
Ru 0.8026 0.2449 0.3464
Br 2.3205 -4.8057 0.7288
C 1.6111 -3.7303 2.0456
C 1.4376 -4.2159 3.3273
C 0.9124 -3.4093 4.3227
Br 0.7331 -4.1226 6.0171
C 0.5055 -2.0433 4.0661
C -0.0410 -1.1911 5.0405
C -0.4028 0.0859 4.6935
C -0.2309 0.5030 3.3731
N 0.2814 -0.2838 2.4343
C 0.6568 -1.5402 2.7739
C 1.2578 -2.3689 1.7009
O 1.4542 -1.9085 0.5631
H 1.7217 -5.2345 3.5557
H -0.1725 -1.5461 6.0540
H -0.8219 0.7665 5.4221
H -0.5179 1.4990 3.0629
C 2.2889 -0.2379 -4.0694
C 2.1980 -0.1741 -2.5390
Ge 0.7077 1.0408 -1.9739
C 0.9364 2.9457 -2.3644
C 0.7310 3.2971 -3.8466
C -0.8437 0.5161 -3.0296
C -1.9604 0.0806 -2.3634
Ge -1.6291 -0.0493 -0.4044
C -1.8758 -1.8952 0.2790
C -3.2283 -2.5797 0.0565
C -2.6086 1.2852 0.6593
C -4.1282 1.4027 0.4864
C -3.1981 -0.2013 -3.0521
C -3.2777 -0.1595 -4.4744
C -4.4578 -0.4219 -5.1184
C -5.6042 -0.7280 -4.3759
C -5.5608 -0.7693 -2.9790
C -4.3780 -0.5123 -2.3317
H 3.1093 -0.8964 -4.3619
H 2.4848 0.7354 -4.5172
H 1.3783 -0.6406 -4.5154
H 3.1249 0.1857 -2.0947
H 1.9843 -1.1533 -2.1120
H 1.9135 3.2811 -2.0202
H 0.1983 3.4627 -1.7481
H 1.4394 2.7867 -4.4985
H 0.8625 4.3676 -4.0059
H -0.2761 3.0468 -4.1855
H -0.8520 0.6382 -4.1111
H -1.6748 -1.8131 1.3502
H -1.0778 -2.4961 -0.1598
H -4.0573 -2.0176 0.4895
H -3.2279 -3.5624 0.5317
H -3.4359 -2.7395 -1.0010
H -2.1351 2.2471 0.4565
H -2.3751 1.0221 1.6940
H -4.3995 1.6917 -0.5298
H -4.5313 2.1675 1.1520
H -4.6431 0.4704 0.7276
H -2.4036 0.0726 -5.0647
H -4.5035 -0.3920 -6.1985
H -6.5347 -0.9327 -4.8897
H -6.4531 -1.0014 -2.4130
H -4.3497 -0.5362 -1.2553
N 4.2916 0.5841 4.8864
C 5.0491 1.2582 3.9807
O 6.1513 1.6812 4.2355
C 4.4732 1.4734 2.5984
C 5.2677 2.1501 1.6830
C 4.7787 2.3767 0.4110
C 3.5182 1.9160 0.0893
N 2.7352 1.2548 0.9568
C 3.2239 1.0539 2.1924
H 4.6772 0.4631 5.8086
H 3.3666 0.2483 4.7051
H 6.2475 2.4861 1.9969
H 5.3612 2.9058 -0.3297
H 3.1126 2.0785 -0.8942
H 2.5621 0.5372 2.8740

Which charges does Löwdin predict for the atoms? In e, they are:
1 Ru 0.901
2 Br 0.949
3 C -0.591
4 C -0.146
5 C -0.594
6 Br 0.958
7 C -0.169
8 C 0.004
9 C 0.004
10 C -0.099
11 N -0.020
12 C -0.161
13 C -0.374
14 O -0.092
15 H 0.114
16 H 0.096
17 H 0.129
18 H 0.124
19 C -0.153
20 C -0.345
21 Ge 0.776
22 C -0.358
23 C -0.152
24 C -0.150
25 C -0.267
26 Ge 0.862
27 C -0.357
28 C -0.154
29 C -0.369
30 C -0.159
31 C -0.171
32 C 0.020
33 C -0.020
34 C 0.019
35 C -0.011
36 C -0.017
37 H 0.080
38 H 0.061
39 H 0.064
40 H 0.046
41 H 0.048
42 H 0.046
43 H 0.062
44 H 0.060
45 H 0.079
46 H 0.062
47 H 0.067
48 H 0.045
49 H 0.054
50 H 0.065
51 H 0.079
52 H 0.064
53 H 0.057
54 H 0.034
55 H 0.065
56 H 0.079
57 H 0.063
58 H 0.114
59 H 0.127
60 H 0.131
61 H 0.129
62 H 0.069
63 N 0.184
64 C -0.485
65 O 0.100
66 C -0.091
67 C 0.044
68 C 0.000
69 C -0.123
70 N -0.042
71 C -0.072
72 H 0.124
73 H 0.075
74 H 0.139
75 H 0.126
76 H 0.060
77 H 0.086